Record 1
This record from the Open Molecules 2025 dataset describes a cluster of 2 separate species, C5H9N2S in total. The level of theory is wB97M-V/def2-TZVPD.

The value obtained for the energy above the lowest of the compared OMol25 structures with the same formula, charge and spin is 145.7 kcal/mol. The gap between HOMO and LUMO (spin up / spin down) comes out at 6.0 / 3.9 eV. The highest occupied orbital energy (spin up / spin down) comes out at -12.87 / -12.06 eV. As for the net charge: +1.

Cartesian coordinates (Å):
H  0.214  -0.735  -0.856
H  -1.277  1.984  0.868
C  -0.521  -1.169  -0.221
H  -0.250  -3.396  -0.476
H  1.218  3.174  -1.208
S  2.970  -2.085  -0.297
N  2.194  -0.868  -0.096
H  -1.706  -2.595  -0.854
N  0.308  1.531  -0.260
C  -1.152  -0.197  0.479
H  0.095  3.317  0.426
C  -0.699  1.172  0.474
H  -2.047  -0.329  1.108
H  1.806  2.788  0.408
C  -0.904  -2.561  -0.109
C  0.918  2.848  -0.230
H  -1.169  -2.880  0.843

In the Löwdin picture, each atom carries the following charge in e:
1 H 0.047
2 H 0.120
3 C -0.186
4 H 0.093
5 H 0.082
6 S 1.032
7 N -0.372
8 H 0.110
9 N 0.007
10 C -0.057
11 H 0.112
12 C -0.123
13 H 0.129
14 H 0.086
15 C -0.085
16 C -0.063
17 H 0.066

---

Record 2
This record from the Open Molecules 2025 dataset describes a cluster of 2 separate species, C5H9N2S in total. The level of theory is wB97M-V/def2-TZVPD.

The value obtained for the energy above the lowest of the compared OMol25 structures with the same formula, charge and spin is 90.6 kcal/mol. The spin multiplicity is 3. The gap between HOMO and LUMO (spin up / spin down) comes out at 7.3 / 8.7 eV. The highest occupied orbital energy (spin up / spin down) comes out at -10.70 / -14.38 eV. As for the net charge: +1.

Cartesian coordinates (Å):
H  -0.800  1.889  -1.271
C  -1.473  1.104  -1.216
H  0.670  -1.688  -0.710
H  3.695  2.070  0.877
H  -0.500  -0.412  1.950
H  2.721  -1.652  0.463
H  -0.690  0.351  -1.291
N  0.946  -0.724  -0.678
H  -2.383  1.142  -1.814
C  -0.948  -0.244  0.965
C  2.076  -0.761  -0.006
H  -2.823  -1.379  1.399
N  2.653  0.453  0.218
S  -2.107  0.913  0.520
C  -2.190  -0.922  0.686
C  3.455  1.293  0.151
H  -2.303  -1.434  -0.244

In the Löwdin picture, each atom carries the following charge in e:
1 H 0.041
2 C -0.199
3 H 0.048
4 H 0.075
5 H 0.108
6 H 0.185
7 H 0.011
8 N 0.046
9 H 0.072
10 C -0.350
11 C -0.244
12 H 0.093
13 N 0.005
14 S 1.150
15 C -0.242
16 C 0.103
17 H 0.098

---

Record 3
This record from the Open Molecules 2025 dataset describes the ion C5H9N2S with charge +1. The level of theory is wB97M-V/def2-TZVPD.

The value obtained for the energy above the lowest of the compared OMol25 structures with the same formula, charge and spin is 78.8 kcal/mol. The spin multiplicity is 3. The gap between HOMO and LUMO (spin up / spin down) comes out at 5.2 / 5.4 eV. The highest occupied orbital energy (spin up / spin down) comes out at -8.74 / -13.50 eV. As for the net charge: +1.

Cartesian coordinates (Å):
H  2.485  1.878  -0.667
H  -3.596  -1.144  0.232
H  1.150  2.718  -1.183
H  1.913  -2.148  1.475
S  -0.748  0.992  0.719
C  1.511  -0.319  0.588
H  -0.147  -0.838  -1.012
N  -2.868  -0.422  0.604
C  1.518  1.651  -1.055
H  -3.360  0.423  0.896
H  2.637  -0.682  2.248
C  0.887  0.702  -0.047
H  -1.801  -1.656  -1.408
C  -1.693  -0.269  0.044
C  2.027  -1.122  1.484
N  -1.200  -0.993  -0.892
H  1.284  1.229  -2.027

In the Löwdin picture, each atom carries the following charge in e:
1 H 0.079
2 H 0.182
3 H 0.108
4 H 0.053
5 S 1.223
6 C -0.090
7 H 0.124
8 N 0.084
9 C -0.071
10 H 0.110
11 H 0.088
12 C -0.570
13 H 0.159
14 C -0.790
15 C 0.079
16 N 0.147
17 H 0.083

---

Record 4
This record from the Open Molecules 2025 dataset describes a cluster of 2 separate species, C5H9N3 in total. The level of theory is wB97M-V/def2-TZVPD.

The value obtained for the energy above the lowest of the compared OMol25 structures with the same formula, charge and spin is 39.7 kcal/mol. The gap between HOMO and LUMO comes out at 9.6 eV. The highest occupied orbital energy comes out at -9.59 eV.

Cartesian coordinates (Å):
C  -2.305  -0.699  0.305
H  3.475  -0.487  0.559
H  -1.805  1.811  -0.326
H  -1.617  -1.246  0.938
C  -1.551  -0.039  -0.814
H  3.055  0.835  1.662
N  1.311  1.624  0.035
H  -2.843  0.047  0.900
H  -3.021  -1.419  -0.103
H  0.571  1.827  -0.644
C  2.664  -0.017  1.122
N  -1.373  1.197  -1.014
N  -0.561  -1.726  -2.490
C  1.597  0.414  0.177
C  -0.982  -0.956  -1.754
H  2.275  -0.759  1.818
H  1.112  -0.407  -0.371

In the Löwdin picture, each atom carries the following charge in e:
1 C -0.025
2 H 0.076
3 H 0.083
4 H 0.085
5 C -0.448
6 H 0.069
7 N 0.091
8 H 0.087
9 H 0.092
10 H 0.012
11 C -0.093
12 N 0.154
13 N 0.186
14 C -0.329
15 C -0.194
16 H 0.069
17 H 0.086

---

Record-wise max |F| values, in eV Å⁻¹: 4.05 4.80 5.01 1.26